(1)
{"formula": "C32H45CoN7O2S", "method": "ωB97M-V/def2-TZVPD", "symbols": ["Co", "N", "C", "C", "C", "C", "C", "C", "S", "O", "O", "N", "C", "N", "C", "C", "C", "N", "H", "H", "H", "H", "H", "H", "H", "H", "H", "C", "C", "C", "C", "N", "N", "H", "H", "H", "H", "H", "H", "H", "H", "H", "H", "H", "H", "C", "C", "C", "C", "C", "C", "C", "C", "N", "C", "C", "C", "C", "C", "C", "C", "C", "C", "C", "H", "H", "H", "H", "H", "H", "H", "H", "H", "H", "H", "H", "H", "H", "H", "H", "H", "H", "H", "H", "H", "H", "H", "H"], "xyz": [[-0.940, -0.878, 0.074], [3.809, -4.079, -5.983], [3.280, -3.801, -4.730], [3.041, -4.830, -3.816], [2.562, -4.548, -2.550], [2.324, -3.235, -2.182], [2.559, -2.199, -3.079], [3.032, -2.479, -4.344], [1.698, -2.857, -0.586], [2.363, -1.670, -0.101], [1.752, -4.048, 0.220], [0.174, -2.372, -0.803], [-0.877, -3.160, -1.120], [-0.811, -4.360, -1.693], [-1.978, -4.938, -1.952], [-3.209, -4.362, -1.666], [-3.181, -3.120, -1.058], [-2.034, -2.523, -0.776], [3.665, -5.016, -6.321], [3.650, -3.379, -6.689], [3.236, -5.856, -4.105], [2.364, -5.339, -1.840], [2.380, -1.175, -2.781], [3.225, -1.673, -5.042], [-1.927, -5.916, -2.418], [-4.137, -4.861, -1.898], [-4.087, -2.593, -0.782], [1.124, 1.018, 3.676], [0.327, -0.192, 4.177], [1.266, -1.308, 4.621], [-0.576, 0.236, 5.330], [-0.596, -0.719, 3.151], [0.037, -1.119, 1.933], [1.719, 1.438, 4.488], [0.447, 1.791, 3.304], [1.825, 0.759, 2.877], [1.901, -0.963, 5.438], [1.923, -1.629, 3.810], [0.693, -2.170, 4.964], [0.019, 0.643, 6.149], [-1.146, -0.617, 5.699], [-1.277, 1.006, 4.999], [-1.265, 0.005, 2.907], [0.321, -2.091, 2.025], [0.898, -0.596, 1.760], [-4.657, 0.079, 3.078], [-3.621, 1.037, 2.552], [-3.349, 2.230, 3.212], [-2.367, 3.091, 2.723], [-2.088, 4.397, 3.420], [-1.634, 2.748, 1.597], [-1.861, 1.538, 0.909], [-2.903, 0.723, 1.408], [-1.134, 1.017, -0.132], [-0.189, 1.785, -0.940], [1.121, 2.090, -0.185], [2.119, 2.810, -1.097], [1.490, 4.109, -1.611], [0.223, 3.791, -2.413], [0.582, 2.888, -3.594], [1.192, 1.589, -3.065], [2.469, 1.904, -2.280], [0.191, 0.897, -2.138], [-0.792, 3.079, -1.511], [-5.231, 0.525, 3.889], [-4.178, -0.826, 3.460], [-5.352, -0.220, 2.292], [-3.905, 2.496, 4.103], [-2.506, 4.405, 4.427], [-2.530, 5.229, 2.868], [-1.016, 4.584, 3.492], [-0.851, 3.420, 1.278], [-3.163, -0.180, 0.853], [1.548, 1.138, 0.154], [0.929, 2.694, 0.704], [3.026, 3.039, -0.530], [2.204, 4.647, -2.242], [1.244, 4.764, -0.769], [-0.219, 4.720, -2.783], [1.292, 3.395, -4.255], [-0.314, 2.670, -4.183], [1.426, 0.925, -3.904], [3.199, 2.397, -2.931], [2.925, 0.978, -1.915], [0.632, -0.028, -1.756], [-0.723, 0.631, -2.681], [-1.692, 2.819, -2.078], [-1.105, 3.753, -0.714]], "homo_ev": [-7.00, -7.15], "multiplicity": 4, "max_force_ev_per_a": 0.14, "charge": 0, "s2": 3.7598}



(2)
{"formula": "C32H48AsBrNO6RuS4Si2", "method": "ωB97M-V/def2-TZVPD", "symbols": ["Ru", "S", "C", "C", "C", "C", "C", "C", "S", "H", "H", "H", "H", "C", "Si", "C", "C", "C", "C", "C", "C", "N", "C", "S", "H", "H", "H", "H", "H", "H", "H", "H", "H", "H", "H", "H", "O", "As", "O", "O", "C", "C", "C", "C", "C", "C", "S", "O", "O", "O", "H", "H", "H", "H", "H", "C", "C", "C", "C", "Si", "Br", "C", "C", "C", "C", "C", "C", "C", "C", "H", "H", "H", "H", "H", "H", "H", "H", "H", "H", "H", "H", "H", "H", "H", "H", "H", "H", "H", "H", "H", "H", "H", "H", "H", "H", "H"], "xyz": [[0.263, -0.518, 0.469], [-1.882, -0.330, -0.639], [-1.884, -1.688, -1.757], [-2.625, -1.609, -2.937], [-2.677, -2.665, -3.828], [-1.985, -3.837, -3.541], [-1.240, -3.929, -2.379], [-1.161, -2.868, -1.472], [-0.213, -3.000, -0.009], [-3.157, -0.689, -3.144], [-3.253, -2.576, -4.741], [-2.019, -4.676, -4.226], [-0.694, -4.837, -2.155], [3.523, -0.601, 5.770], [1.893, 0.326, 5.665], [1.259, 0.492, 7.439], [2.120, 2.039, 4.947], [0.612, -0.644, 4.707], [-0.577, -1.072, 5.277], [-1.575, -1.684, 4.516], [-1.341, -1.837, 3.162], [-0.200, -1.455, 2.608], [0.758, -0.862, 3.327], [2.096, -0.303, 2.376], [4.252, -0.018, 6.337], [3.925, -0.793, 4.777], [3.382, -1.557, 6.277], [1.989, 1.047, 8.032], [1.115, -0.480, 7.911], [0.317, 1.038, 7.487], [2.382, 2.754, 5.731], [1.202, 2.380, 4.463], [2.889, 2.059, 4.177], [-0.750, -0.915, 6.336], [-2.511, -2.000, 4.953], [-2.064, -2.268, 2.480], [0.515, 3.541, 1.919], [-0.951, 2.701, 1.458], [-2.216, 3.379, 2.239], [-0.756, 1.045, 1.675], [-1.217, 3.003, -0.456], [-2.542, 3.293, -0.759], [-2.974, 3.375, -2.077], [-2.077, 3.165, -3.108], [-0.743, 2.905, -2.819], [-0.316, 2.834, -1.503], [1.422, 2.553, -1.205], [1.928, 3.766, -0.571], [2.016, 2.255, -2.492], [1.458, 1.439, -0.248], [1.158, 3.564, 1.185], [-3.231, 3.435, 0.065], [-4.016, 3.582, -2.291], [-2.407, 3.201, -4.140], [-0.020, 2.747, -3.605], [4.993, 0.723, -3.167], [4.491, -0.521, -3.914], [3.483, -0.011, -4.950], [5.695, -1.128, -4.656], [3.694, -1.795, -2.701], [1.615, -1.044, -2.327], [4.568, -1.882, -0.993], [6.084, -2.105, -1.136], [3.999, -3.051, -0.176], [4.357, -0.596, -0.171], [3.422, -3.515, -3.532], [2.334, -4.326, -2.814], [4.703, -4.361, -3.553], [2.922, -3.339, -4.974], [5.323, 1.457, -3.910], [5.846, 0.503, -2.529], [4.210, 1.195, -2.575], [4.012, 0.653, -5.644], [2.696, 0.568, -4.469], [3.021, -0.804, -5.536], [6.163, -0.347, -5.265], [5.417, -1.939, -5.327], [6.456, -1.505, -3.972], [6.333, -3.031, -1.656], [6.525, -2.164, -0.135], [6.574, -1.282, -1.653], [4.290, -4.016, -0.593], [2.907, -3.023, -0.095], [4.396, -2.994, 0.841], [5.019, 0.206, -0.490], [4.582, -0.815, 0.876], [3.337, -0.216, -0.199], [2.568, -4.550, -1.777], [2.209, -5.277, -3.343], [1.378, -3.809, -2.816], [4.973, -4.697, -2.552], [5.563, -3.844, -3.977], [4.528, -5.258, -4.158], [2.020, -2.727, -5.013], [2.664, -4.325, -5.373], [3.666, -2.901, -5.638]], "homo_ev": [-1.64, -2.38], "multiplicity": 6, "max_force_ev_per_a": 0.81, "charge": -2, "s2": 8.7651}



(3)
{"formula": "C5H12N2", "method": "ωB97M-V/def2-TZVPD", "symbols": ["C", "C", "C", "C", "C", "N", "N", "H", "H", "H", "H", "H", "H", "H", "H", "H", "H", "H", "H"], "xyz": [[-1.602, -0.880, -1.756], [0.989, 0.088, 1.899], [-1.883, -0.650, -3.293], [2.301, -0.605, 2.153], [-0.484, 1.203, -1.025], [0.609, 1.003, 2.689], [-1.001, 0.108, -1.208], [-1.932, -1.755, -1.106], [-2.884, -0.279, -3.520], [-1.128, 0.099, -3.568], [-1.728, -1.487, -3.911], [3.148, 0.047, 2.468], [2.467, -1.313, 3.029], [2.597, -1.173, 1.298], [0.200, -0.415, 1.232], [-1.070, 2.004, -0.576], [0.562, 1.454, -1.131], [1.168, 1.164, 3.514], [-0.328, 1.387, 2.812]], "homo_ev": -20.20, "max_force_ev_per_a": 3.37, "charge": 2}



In order of appearance, energy = -96904.6753 -240303.7478 -8340.1960 eV.